Entry 1:
# C12H23N5O6SSn

A molecular structure, C12H23N5O6SSn at a distorted geometry (ωB97M-V/def2-TZVPD, the OMol25 dataset).

M: 484.12 g mol⁻¹
Gap between HOMO and LUMO (spin up / spin down): 4.550 / 4.549 eV
Energy above the lowest of the compared OMol25 structures with the same formula, charge and spin: 0.000 eV
Spin multiplicity: 1
LUMO (spin up / spin down): -1.554 / -1.556 eV
Charge: 0

Cartesian coordinates (Å):
O1 -1.95 -2.08 -2.68
H1 -2.71 -2.50 -3.10
Sn1 -0.67 -0.44 -0.06
N1 0.24 0.13 -1.98
N2 1.29 -1.49 -0.33
N3 -1.77 1.15 0.99
N4 0.01 -0.37 2.05
O2 0.06 1.23 -2.56
O3 -2.66 2.12 0.49
O4 1.13 -0.90 2.54
O5 2.12 -1.97 0.57
C1 1.65 -1.67 -1.62
C2 1.02 -0.83 -2.54
C3 -1.65 1.27 2.32
C4 -0.66 0.45 2.90
C5 1.11 -0.87 -4.01
H2 0.17 -1.23 -4.43
H3 1.90 -1.52 -4.37
H4 1.29 0.13 -4.40
C6 2.78 -2.57 -1.87
H5 2.53 -3.58 -1.53
H6 3.69 -2.25 -1.36
H7 2.98 -2.61 -2.94
C7 -2.44 2.29 3.02
C8 -0.26 0.56 4.32
H8 -3.27 2.61 2.41
H9 -1.82 3.15 3.26
H10 -2.82 1.91 3.97
H11 0.65 0.00 4.49
H12 -1.07 0.18 4.96
H13 -0.12 1.62 4.59
H14 -2.72 2.01 -0.49
H15 1.62 -1.40 1.69
C9 -1.65 -2.44 -0.24
H16 -1.82 -2.66 -1.40
H17 -2.60 -2.39 0.30
H18 -0.99 -3.16 0.27
O6 -2.17 -0.01 -1.50
H19 -2.16 -1.04 -2.19
H20 -3.11 0.20 -1.26
S1 3.35 2.43 0.79
C10 2.12 3.48 0.12
C11 0.99 2.75 -0.18
N5 1.12 1.40 0.10
C12 2.30 1.10 0.62
H21 2.23 4.53 -0.02
H22 0.07 3.14 -0.61
H23 2.67 0.12 0.86

Entry 2:
# C12H23N5O6SSr

A molecular structure, C12H23N5O6SSr at a distorted geometry (ωB97M-V/def2-TZVPD, the OMol25 dataset).

M: 453.03 g mol⁻¹
Gap between HOMO and LUMO (spin up / spin down): 5.406 / 4.367 eV
Energy above the lowest of the compared OMol25 structures with the same formula, charge and spin: 8.094 eV
Spin multiplicity: 1
LUMO (spin up / spin down): -0.985 / -1.882 eV
Charge: 0

Cartesian coordinates (Å):
O1 1.41 -2.93 -3.91
H1 1.84 -2.14 -3.52
Sr1 -0.11 0.00 0.07
N1 -1.33 -1.45 -1.04
N2 -0.64 1.23 -1.73
N3 0.44 -1.07 1.86
N4 0.80 1.64 1.21
O2 -1.90 -2.33 -0.36
O3 0.14 -2.43 2.03
O4 0.97 2.93 0.72
O5 -0.24 2.45 -1.77
C1 -1.04 0.38 -2.63
C2 -1.45 -0.99 -2.26
C3 0.84 -0.22 2.76
C4 1.03 1.21 2.42
C5 -2.03 -2.00 -3.15
H2 -1.39 -2.90 -3.11
H3 -2.10 -1.68 -4.18
H4 -3.02 -2.27 -2.77
C6 -1.13 0.96 -3.97
H5 -0.12 1.27 -4.28
H6 -1.76 1.86 -3.92
H7 -1.53 0.28 -4.71
C7 1.07 -0.73 4.12
C8 1.51 2.17 3.41
H8 1.20 -1.82 4.14
H9 0.22 -0.47 4.75
H10 1.97 -0.27 4.51
H11 1.29 3.21 3.13
H12 2.59 2.06 3.52
H13 1.03 1.97 4.36
H14 0.19 -2.81 1.11
H15 0.72 2.85 -0.26
C9 1.95 -0.22 -0.92
H16 2.67 -0.78 -1.49
H17 2.25 -0.22 0.15
H18 1.91 0.83 -1.26
O6 1.10 -4.63 -0.56
H19 1.15 -4.56 -1.53
H20 1.33 -3.74 -0.27
S1 -4.40 2.02 1.75
C10 -4.12 0.47 2.54
C11 -2.95 -0.08 2.09
N5 -2.28 0.69 1.14
C12 -2.90 1.82 0.84
H21 -4.79 0.04 3.27
H22 -2.54 -1.04 2.40
H23 -2.56 2.57 0.13